1.
Entry from OMol25: 2 unconnected molecules or ions with the total composition C19H21N2O2S3 in a non-equilibrium geometry (ωB97M-V/def2-TZVPD).

As for the LUMO energy: 0.058 Ha. As for the frontier orbital gap: 4.259 eV. Its charge is -1. Its total energy is -2191.1905 Eh. The value obtained for the highest occupied orbital energy is -2.7 eV.

Each line ends with the natural charge from an NBO analysis.
CARTESIAN COORDINATES (ANGSTROEM)
C: -0.44665 4.08664 -0.30883  -0.4124
C: -1.43734 3.35191 -1.24675  -0.4144
C: -2.16295 2.30034 -0.38811  -0.2175
N: -1.69740 2.48162 1.00972  -0.4408
C: -2.25988 1.88609 2.10669  -0.0902
S: -3.63453 0.95660 1.92702  -0.4099
S: -1.56288 2.09536 3.60953  -0.4040
C: -0.50441 3.36131 1.04544  -0.2173
H: 0.57156 4.08470 -0.71820  0.1991
H: -0.73192 5.14002 -0.19362  0.1932
H: -2.15138 4.05768 -1.69001  0.1948
H: -0.91165 2.87809 -2.08547  0.2000
H: -3.25025 2.42041 -0.42152  0.2167
H: -1.93267 1.27752 -0.70309  0.1954
H: 0.38131 2.74385 1.22248  0.1925
H: -0.60217 4.05686 1.88531  0.2194
C: -2.65824 -5.21257 -2.93726  -0.6284
C: -1.68046 -4.29951 -2.28702  -0.0031
C: -0.32119 -4.45799 -2.50975  -0.2309
C: 0.58799 -3.59598 -1.93166  -0.1924
C: 0.14545 -2.57249 -1.12880  -0.2407
S: 1.32229 -1.42079 -0.40932  2.1796
N: 1.59439 -2.19573 1.03224  -0.6752
C: 2.40551 -1.59259 1.78617  0.1796
C: 2.81931 -2.07932 3.09137  -0.0521
C: 3.73096 -1.36081 3.86080  -0.1773
C: 4.14054 -1.84010 5.08384  -0.2195
C: 3.64646 -3.03954 5.55661  -0.1809
C: 2.73792 -3.76056 4.80650  -0.2188
C: 2.32734 -3.28242 3.58237  -0.1625
O: 2.55199 -1.46533 -1.27039  -0.9328
O: 0.59317 -0.12420 -0.20329  -0.8933
C: -1.19676 -2.41134 -0.88372  -0.1943
C: -2.10870 -3.26992 -1.46101  -0.2040
H: -3.68252 -4.95056 -2.66975  0.2167
H: -2.57134 -5.15786 -4.02293  0.2168
H: -2.48755 -6.24679 -2.63621  0.2162
H: 0.01567 -5.25278 -3.15349  0.2046
H: 1.64409 -3.70303 -2.11654  0.2325
H: 2.82924 -0.66293 1.42796  0.1850
H: 4.11528 -0.42885 3.48391  0.2178
H: 4.85136 -1.28024 5.66978  0.2141
H: 3.97255 -3.41730 6.51109  0.2100
H: 2.35454 -4.69763 5.17543  0.2137
H: 1.62475 -3.83420 2.98226  0.2313
H: -1.52409 -1.60086 -0.25364  0.2653
H: -3.16326 -3.13796 -1.28839  0.2184

=====

2.
Entry from OMol25: C21H27N3O4 in the gas phase (ωB97M-V/def2-TZVPD).

As for the LUMO energy: 0.018 Ha. As for the frontier orbital gap: 8.271 eV. The SMILES is COc1cc(C(C)=O)ccc1OC[C@@H](O)CN1CCN(c2ccccn2)CC1. Its charge is 0. Its total energy is -1281.6170 Eh. The value obtained for the highest occupied orbital energy is -7.8 eV.

Each line ends with the natural charge from an NBO analysis.
CARTESIAN COORDINATES (ANGSTROEM)
C: -1.48197 0.77881 3.17313  -0.2507
H: -0.72008 0.96702 3.92798  0.2008
O: -0.97832 1.34578 1.98604  -0.5176
C: -1.71097 1.21501 0.84112  0.2971
C: -2.96153 0.62671 0.79680  -0.2438
C: -3.70713 0.54592 -0.38143  -0.2086
C: -3.17935 1.09288 -1.54691  -0.1386
C: -1.92825 1.67120 -1.51996  -0.2609
C: -1.16941 1.73424 -0.35389  0.2760
O: 0.03759 2.34559 -0.47461  -0.5083
C: 1.10234 1.97063 0.38833  -0.0992
C: 2.41585 2.39930 -0.27540  0.0804
O: 2.70822 3.75701 -0.04755  -0.7176
H: 1.93490 4.27277 -0.30298  0.4749
C: 3.57132 1.55451 0.28456  -0.2206
N: 3.33287 0.16528 -0.01870  -0.4637
C: 3.78453 -0.29970 -1.30969  -0.2334
H: 3.73935 0.51555 -2.03121  0.2103
C: 2.82951 -1.43466 -1.74007  -0.2061
N: 2.30539 -2.09486 -0.56456  -0.4112
C: 0.98117 -2.07509 -0.22464  0.4066
N: 0.70127 -2.30582 1.06195  -0.5083
C: -0.56047 -2.39948 1.44089  0.0552
C: -1.63756 -2.25530 0.58807  -0.3151
C: -1.35689 -2.00773 -0.75113  -0.1422
C: -0.04920 -1.92250 -1.17169  -0.3142
H: 0.16564 -1.76570 -2.21631  0.2132
H: -2.16175 -1.89259 -1.46303  0.2155
H: -2.65249 -2.33920 0.94071  0.2267
H: -0.70061 -2.60577 2.49593  0.1865
C: 3.29051 -2.19591 0.48844  -0.2346
H: 4.17271 -2.68461 0.06516  0.1901
C: 3.64829 -0.79288 1.01898  -0.2214
H: 3.03622 -0.55652 1.89195  0.2047
H: 4.71250 -0.76469 1.31458  0.1656
H: 2.88165 -2.81394 1.28529  0.2530
H: 3.36017 -2.16420 -2.36505  0.1909
H: 2.01062 -1.01240 -2.31869  0.2061
H: 4.82710 -0.66056 -1.27222  0.1654
H: 4.51788 1.93293 -0.12636  0.1908
H: 3.59776 1.69271 1.36674  0.2059
H: 2.31945 2.21380 -1.35701  0.1576
H: 1.00779 2.46244 1.36174  0.1940
H: 1.11285 0.88579 0.52596  0.2076
H: -1.49555 2.09150 -2.41459  0.2233
H: -3.72267 1.05958 -2.47720  0.2072
C: -5.01662 -0.13742 -0.30679  0.5766
O: -5.39615 -0.67230 0.71422  -0.5542
C: -5.85940 -0.14916 -1.55988  -0.7160
H: -6.80199 -0.64926 -1.35244  0.2383
H: -6.05374 0.86810 -1.89123  0.2299
H: -5.33983 -0.68158 -2.35352  0.2282
H: -3.41245 0.21426 1.68517  0.2454
H: -1.63105 -0.29890 3.06738  0.1830
H: -2.41996 1.25340 3.47768  0.1793

=====

3.
Entry from OMol25: 2 unconnected molecules or ions with the total composition C9H21IN3 in a non-equilibrium geometry (ωB97M-V/def2-TZVPD).

As for the LUMO energy (spin up / spin down): -0.147 / -0.126 Ha. As for the frontier orbital gap (spin up / spin down): 6.237 / 7.744 eV. Its charge is +1. Its total energy is -817.0666 Eh. The value obtained for the highest occupied orbital energy (spin up / spin down) is -10.2 / -11.2 eV.

Each line ends with the natural charge from an NBO analysis.
CARTESIAN COORDINATES (ANGSTROEM)
C: -2.59588 0.68868 1.77599  0.2054
C: 1.42995 -3.45207 0.72556  -0.6218
C: 2.01104 0.67709 -0.18329  -0.5816
C: -0.42013 3.23498 -1.72690  -0.4257
C: 2.60639 -2.65180 0.18684  -0.4269
C: 2.07620 -1.70712 -0.82291  -0.3671
C: 1.16272 -0.56110 -0.18387  -0.3686
C: -0.15654 -0.32918 -0.88173  -0.2656
C: -1.51580 2.05026 0.09048  0.2782
N: -3.77260 0.17153 2.23372  -0.7692
N: -1.59994 2.91332 -0.94703  -0.5518
N: -2.66232 1.52159 0.67098  -0.5107
I: -1.84231 -1.45684 -0.22879  0.1726
H: -1.69799 1.00930 2.39118  0.2328
H: 1.13932 -3.23690 1.68421  0.2053
H: 1.79297 -4.44541 0.71805  0.2276
H: 0.55699 -3.48051 0.10161  0.1998
H: 3.03970 0.58629 0.06759  0.2363
H: 1.62506 1.40018 0.61342  0.1936
H: 2.00707 1.17250 -1.32592  0.1981
H: -0.61538 3.10620 -2.83596  0.2267
H: 0.00858 4.19772 -1.53510  0.2237
H: 0.31387 2.44563 -1.50371  0.2176
H: 3.51600 -3.13557 -0.05304  0.2305
H: 3.07699 -2.23879 1.08761  0.2040
H: 1.51183 -2.38407 -1.53570  0.2091
H: 2.83570 -1.16585 -1.34179  0.2079
H: 0.94791 -0.83323 0.79791  0.2087
H: -0.14179 -0.15137 -1.88958  0.1558
H: -0.58991 1.94658 0.59079  0.2240
H: -3.60559 -0.62302 2.88784  0.4180
H: -4.50344 0.01705 1.63773  0.3954
H: -2.44922 3.04344 -1.46819  0.4078
H: -3.48944 1.67053 0.20200  0.4105

=====

4.
Entry from OMol25: C2H6N4 in the gas phase in a non-equilibrium geometry (ωB97M-V/def2-TZVPD).

As for the LUMO energy: 0.026 Ha. As for the frontier orbital gap: 8.636 eV. The SMILES is N/N=C\C=N\N. Its charge is 0. Its total energy is -298.6876 Eh. The value obtained for the highest occupied orbital energy is -7.9 eV.

Each line ends with the natural charge from an NBO analysis.
CARTESIAN COORDINATES (ANGSTROEM)
C: 0.54494 1.06744 -0.14508  -0.0402
C: -0.94258 1.11927 0.10486  -0.0960
H: 2.97032 0.02281 0.45135  0.3304
H: 2.40999 -1.40116 0.45960  0.3492
H: 1.34259 1.94919 -0.18015  0.1837
H: -1.30184 2.21875 -0.04676  0.1891
H: -2.35876 -1.89702 0.00199  0.3809
H: -0.63502 -1.45346 -0.34260  0.3838
N: 2.28325 -0.52975 -0.10047  -0.6152
N: 0.98383 -0.19806 0.07193  -0.2910
N: -1.78876 0.10589 0.07388  -0.1957
N: -1.48423 -1.17228 -0.05993  -0.5790

=====

5.
Entry from OMol25: a molecular structure, F14KN7O28S14 in a non-equilibrium geometry (ωB97M-V/def2-TZVPD).

As for the LUMO energy: 0.337 Ha. As for the frontier orbital gap: 7.951 eV. Its charge is -6. Its total energy is -10062.1912 Eh. The value obtained for the highest occupied orbital energy is 1.2 eV.

Each line ends with the natural charge from an NBO analysis.
CARTESIAN COORDINATES (ANGSTROEM)
K: 0.72613 -0.23870 0.28143  0.9895
N: 5.15304 4.46395 -0.39939  -0.9988
S: 5.56922 3.20619 0.48603  2.3429
O: 7.00916 2.97942 0.33646  -0.9469
O: 4.67769 2.09182 0.83256  -0.8717
F: 5.55941 4.06481 1.88292  -0.5332
S: 4.91356 3.43133 -1.76943  2.3186
O: 3.96998 2.29965 -1.72659  -0.8582
O: 6.17583 3.21543 -2.43370  -0.9399
F: 4.30589 4.61101 -2.72282  -0.5107
N: 3.46172 -5.93392 -1.65395  -1.0484
S: 3.26542 -5.27688 -0.14498  2.3521
O: 4.17741 -5.71558 0.87481  -0.8814
O: 1.92623 -4.82422 0.13248  -0.8766
F: 3.87616 -3.84357 -0.64656  -0.5296
S: 2.73220 -7.19424 -1.20118  2.3808
O: 1.31274 -7.16408 -1.36896  -0.9020
O: 3.32266 -8.06997 -0.18933  -0.9259
F: 3.19579 -8.05858 -2.52857  -0.5673
N: 0.35841 6.96617 1.51790  -1.0965
S: 0.27193 6.58040 3.15090  2.3832
O: 1.45408 6.08703 3.79165  -0.9142
O: -1.00327 6.04733 3.66362  -0.9106
F: 0.18049 8.04365 3.72251  -0.5267
S: -0.22010 5.60091 1.01374  2.4163
O: -1.66737 5.64188 0.87682  -0.9340
O: 0.46725 4.34577 1.28498  -0.8993
F: 0.11521 5.76813 -0.51482  -0.5171
N: -2.20108 1.91774 -6.10428  -1.1014
S: -0.91335 1.18960 -5.33455  2.3673
O: -0.49814 -0.20372 -5.74911  -0.8737
O: -1.00383 1.44400 -3.92855  -0.9060
F: 0.29230 2.17552 -5.81082  -0.5032
S: -2.03554 1.20201 -7.43342  2.4515
O: -2.67864 -0.08588 -7.59097  -0.9118
O: -0.83283 1.47730 -8.19710  -0.9787
F: -2.86154 2.24115 -8.29242  -0.5424
N: -4.90195 -2.04237 -3.19279  -1.0060
S: -5.93929 -2.92508 -4.25273  2.3108
O: -7.05046 -3.69137 -3.68023  -0.9082
O: -5.28820 -3.29304 -5.52587  -0.8978
F: -6.75648 -1.70790 -4.86545  -0.5201
S: -4.26499 -3.32774 -2.70079  2.3774
O: -3.31781 -3.92362 -3.62709  -0.9208
O: -5.04301 -4.16494 -1.76105  -0.9200
F: -3.16777 -2.64667 -1.75803  -0.5144
N: 3.24143 -2.03756 7.00007  -1.1486
S: 1.92911 -2.71542 6.96480  2.4530
O: 1.93368 -3.93776 6.15741  -0.9280
O: 0.76485 -1.86835 6.95239  -0.9079
F: 2.09266 -3.25035 8.48937  -0.5452
S: 3.03837 -1.08767 5.61787  2.3689
O: 2.35343 0.19152 5.71302  -0.8910
O: 2.83795 -1.81072 4.34441  -0.8931
F: 4.53698 -0.57834 5.51062  -0.5069
N: -5.11702 1.24908 3.22316  -1.0612
S: -4.92650 0.51471 1.89490  2.3692
O: -5.22805 -0.95167 1.85555  -0.9181
O: -3.84470 1.14993 1.11665  -0.8912
F: -6.34251 1.00584 1.26508  -0.5340
S: -3.81355 0.33193 4.00239  2.3230
O: -2.57563 0.06240 3.24208  -0.8644
O: -4.29375 -0.63214 4.99261  -0.9124
F: -3.41101 1.60443 4.91429  -0.5087

=====

6.
Entry from OMol25: 2 unconnected molecules or ions with the total composition C8H10N2O2 in a non-equilibrium geometry (ωB97M-V/def2-TZVPD).

As for the LUMO energy: -0.037 Ha. As for the frontier orbital gap: 8.426 eV. The SMILES is [H]/N=C(/c1ccccc1)[N+](=O)[O-].C. Its charge is 0. Its total energy is -570.6557 Eh. The value obtained for the highest occupied orbital energy is -9.4 eV.

Each line ends with the natural charge from an NBO analysis.
CARTESIAN COORDINATES (ANGSTROEM)
C: 1.97797 2.19334 0.02348  -0.1672
C: 2.02319 0.98066 0.65237  -0.2302
C: 1.02080 2.54548 -0.97249  -0.2187
C: 1.01574 0.06614 0.42875  -0.1634
C: -0.03233 1.72766 -1.15755  -0.1733
C: -0.07945 0.46204 -0.39789  -0.1004
C: 0.33049 -3.53311 0.48909  -0.8742
C: -1.44998 -0.10558 -0.10352  0.3191
N: -1.84828 -1.28507 -0.29930  -0.5232
N: -2.41550 0.92958 0.16594  0.4708
O: -3.58349 0.61779 0.07616  -0.3736
O: -2.07823 2.05881 0.43105  -0.3325
H: 2.76022 2.88456 0.20947  0.2106
H: 2.78970 0.68043 1.33429  0.2218
H: 1.11523 3.44503 -1.60096  0.2229
H: 1.12545 -0.93085 0.80841  0.2277
H: -0.74387 2.16907 -1.87881  0.2341
H: -0.14302 -3.21811 -0.48267  0.2388
H: 0.21562 -4.53683 0.78507  0.2199
H: 1.22086 -3.04173 0.59722  0.1977
H: -0.36546 -2.75724 0.98456  0.2176
H: -2.85566 -1.35207 -0.09266  0.3755

=====

7.
Entry from OMol25: C5H6N2O5S in the gas phase in a non-equilibrium geometry (ωB97M-V/def2-TZVPD).

As for the LUMO energy: -0.036 Ha. As for the frontier orbital gap: 8.897 eV. The SMILES is [H]/N=C1/C([N+](=O)[O-])=C(C)[C@H](O)S1(=O)=O. Its charge is 0. Its total energy is -1077.8146 Eh. The value obtained for the highest occupied orbital energy is -9.9 eV.

Each line ends with the natural charge from an NBO analysis.
CARTESIAN COORDINATES (ANGSTROEM)
C: -0.45907 1.49748 0.19392  -0.0833
C: 0.16769 0.26629 0.18655  0.1196
C: -1.93586 1.59130 0.31887  0.0734
C: -0.70524 -0.92292 0.35016  -0.1449
C: 1.60198 0.07369 0.10855  -0.7088
N: -2.76252 2.44999 0.67181  -0.5463
N: 0.23516 2.72243 -0.26016  0.5592
O: 1.39095 2.60051 -0.46638  -0.4044
O: -0.38124 3.66529 -0.50396  -0.3237
O: -3.45968 -0.66837 0.62307  -0.9258
O: -2.51891 -0.37746 -1.58826  -0.9247
O: -0.19998 -1.97380 -0.36565  -0.6753
S: -2.36730 -0.19110 -0.22288  2.0318
H: -0.97256 -1.06344 1.37293  0.2365
H: 1.87683 0.80346 -0.79809  0.2974
H: 1.91324 -0.96726 0.05849  0.2466
H: 2.20897 0.50821 0.93262  0.2681
H: -3.82000 2.27903 0.68926  0.4023
H: -0.28292 -1.80593 -1.35351  0.5022

=====

8.
Entry from OMol25: 2 unconnected molecules or ions with the total composition C6H7N in a non-equilibrium geometry (ωB97M-V/def2-TZVPD).

As for the LUMO energy (spin up / spin down): -0.048 / 0.006 Ha. As for the frontier orbital gap (spin up / spin down): 7.392 / 8.445 eV. Its charge is 0. Its total energy is -287.2789 Eh. The value obtained for the highest occupied orbital energy (spin up / spin down) is -8.7 / -8.3 eV.

Each line ends with the natural charge from an NBO analysis.
CARTESIAN COORDINATES (ANGSTROEM)
C: -2.98921 -0.10932 -0.51290  -0.2150
C: -1.76548 -0.23940 -0.31079  0.0313
C: 0.89602 -1.03362 -0.15921  0.2967
C: 0.30567 -1.00874 1.23511  -0.4593
C: -0.46787 -0.55917 0.04145  -0.1093
C: 0.93554 1.84129 0.02225  -0.5189
N: 1.85988 -1.03825 -1.02854  -0.6284
H: -3.88103 -0.27542 -0.99715  0.2258
H: 0.02431 -2.01512 1.55934  0.2274
H: 0.48315 -0.27459 2.11189  0.2379
H: 0.30703 2.01855 -0.79833  0.1673
H: 1.81177 1.13107 -0.20366  0.1990
H: 0.81515 2.39688 1.01869  0.1872
H: 1.66508 -0.83415 -1.97814  0.3582